80
Properties=species:S:1:pos:R:3 method="wB97M-V/def2-TZVPD" molar_mass_g_mol=677.02 charge=-1 lumo_ha=0.064
O 2.5427 0.1052 -1.6051
C 2.4417 0.9017 -2.8356
C 3.7123 0.1815 -3.3051
H 2.5379 1.9572 -2.5515
H 1.5071 0.6976 -3.3925
C 3.7835 -0.5078 -1.9084
H 4.5477 0.8398 -3.4976
H 3.5146 -0.5413 -4.0896
C 4.8002 0.0787 -0.9625
H 4.6397 1.1604 -0.8329
H 5.7881 -0.0912 -1.3992
H 4.7614 -0.4046 0.0245
C 3.6954 -2.0131 -1.8636
H 3.0052 -2.3999 -2.6260
H 3.3771 -2.3810 -0.8717
H 4.7036 -2.4004 -2.0669
Ba 0.6168 0.1592 -0.4474
C -1.0086 -2.1219 -0.3051
C -1.6841 -1.0143 -0.9420
C -1.0257 -0.7615 -2.1996
H -2.4059 -0.3271 -0.4517
C 0.0529 -1.7317 -2.3232
C 0.0545 -2.5729 -1.1553
H 0.7994 -3.3556 -0.9029
H -1.2414 -2.5377 0.6801
H -1.1339 0.1712 -2.8043
H 0.8329 -1.7184 -3.1106
C 0.1257 -0.3269 2.2075
C 1.0316 -1.4052 1.9438
C 2.2935 -0.8348 1.5609
H 0.7889 -2.4853 1.9632
C 2.1679 0.6171 1.5988
C 0.8128 0.9295 2.0082
H 0.3124 1.9252 1.9296
H -0.9375 -0.4233 2.4412
H 3.1685 -1.4120 1.1834
H 2.8626 1.3435 1.0995
O 5.6562 2.8232 -4.9817
C 6.7021 1.8804 -5.3543
C 7.6926 2.5660 -6.3130
H 6.2339 1.0055 -5.8603
H 7.1771 1.5114 -4.4279
C 6.7728 3.5674 -7.0306
H 8.1931 1.8623 -6.9865
H 8.4408 3.1150 -5.7239
C 5.8097 3.9628 -5.8937
H 6.2094 3.0430 -7.8166
H 7.3062 4.4201 -7.4641
H 4.8099 4.2512 -6.2607
H 6.2293 4.8316 -5.3391
O -2.9834 -3.4560 1.3990
C -3.3003 -2.3521 1.8095
N -4.3800 -2.0984 2.6851
C -4.5181 -0.7295 3.0587
C -3.3503 -0.1108 2.2047
O -3.0480 1.0854 2.2050
N -2.7211 -1.1166 1.5637
C -5.9220 -0.3122 2.6178
C -6.1732 0.6665 1.6516
C -7.4986 0.9703 1.2947
C -8.5676 0.2883 1.8771
C -8.3128 -0.7074 2.8279
C -6.9967 -1.0117 3.1880
C -4.1887 -0.5682 4.5330
C -5.0611 0.0649 5.4227
C -4.7294 0.1702 6.7800
C -3.5246 -0.3420 7.2604
C -2.6438 -0.9677 6.3711
C -2.9718 -1.0797 5.0132
H -4.9168 -2.8956 3.0053
H -5.3586 1.2146 1.1763
H -7.6888 1.7427 0.5506
H -9.5935 0.5199 1.5947
H -9.1387 -1.2523 3.2895
H -6.8283 -1.7951 3.9313
H -6.0082 0.4801 5.0820
H -5.4233 0.6601 7.4615
H -3.2706 -0.2561 8.3162
H -1.6964 -1.3696 6.7374
H -2.2597 -1.5820 4.3540